{
  "formula": "C2H3NO3",
  "method": "ωB97M-V/def2-TZVPD",
  "symbols": ["C", "C", "N", "O", "O", "O", "H", "H", "H"],
  "xyz": [[2.018, -0.359, 0.072], [-1.816, 0.910, -0.103], [3.024, 0.050, -0.341], [1.026, -0.943, 0.198], [-2.309, -0.244, -0.781], [-1.839, -0.557, 0.522], [-2.661, 1.309, 0.459], [-1.062, -1.083, 0.421], [3.620, 0.918, -0.447]],
  "mulliken_charge": [0.39, -0.20, -0.32, -0.45, -0.15, -0.11, 0.07, 0.46, 0.31],
  "max_force_ha_per_bohr": 0.114,
  "gap_ev": 8.82
}



{
  "formula": "CH2AsClF6I2O4V",
  "method": "ωB97M-V/def2-TZVPD",
  "symbols": ["V", "I", "C", "I", "H", "H", "O", "Cl", "O", "O", "O", "F", "As", "F", "F", "F", "F", "F"],
  "xyz": [[-0.371, -0.422, -0.607], [0.052, -2.752, 0.891], [0.840, -3.556, -0.924], [1.415, -1.929, -2.165], [0.057, -4.121, -1.414], [1.708, -4.156, -0.679], [1.135, 2.969, -0.586], [1.298, 1.630, -0.958], [2.534, 1.318, -1.544], [1.054, 0.756, 0.252], [0.173, 1.146, -1.823], [-1.687, -1.069, -1.586], [-1.327, 1.756, 1.888], [-0.435, 2.994, 2.571], [-1.474, 2.611, 0.451], [-2.810, 1.878, 2.602], [-1.652, 0.336, 0.819], [-0.511, 0.612, 2.813]],
  "mulliken_charge": [1.20, 0.30, -0.84, 0.34, 0.42, 0.43, -0.51, 1.80, -0.46, -0.58, -0.60, -0.48, 1.83, -0.36, -0.32, -0.27, -0.57, -0.34],
  "charge": 1,
  "spin_multiplicity": 3,
  "max_force_ha_per_bohr": 0.023,
  "gap_ev": [8.67, 9.44]
}



{
  "formula": "C6H7FOS",
  "method": "ωB97M-V/def2-TZVPD",
  "symbols": ["C", "C", "C", "C", "C", "C", "O", "F", "S", "H", "H", "H", "H", "H", "H", "H"],
  "xyz": [[-1.181, 2.750, 0.225], [-0.427, 1.862, 0.480], [0.860, 0.196, -0.754], [1.146, -1.245, -0.757], [-0.923, -0.938, 0.995], [0.426, 0.766, 0.591], [-1.413, -2.385, -1.037], [1.367, 0.822, 1.569], [-0.361, -2.236, 0.014], [-1.725, 3.701, 0.196], [1.799, 0.766, -0.932], [0.085, 0.597, -1.421], [1.239, -1.649, -1.729], [1.854, -1.548, -0.136], [-0.842, -1.007, 2.086], [-1.905, -0.450, 0.608]],
  "mulliken_charge": [0.37, -0.94, -0.55, -0.94, -0.57, 0.35, -0.62, -0.30, 0.37, 0.43, 0.37, 0.38, 0.43, 0.49, 0.41, 0.34],
  "max_force_ha_per_bohr": 0.094,
  "gap_ev": 8.53
}



{
  "formula": "C36H45ClF5GeMnNO3Si3",
  "method": "ωB97M-V/def2-TZVPD",
  "symbols": ["Mn", "N", "C", "C", "C", "C", "C", "C", "C", "C", "C", "C", "C", "C", "H", "H", "H", "H", "H", "H", "H", "H", "H", "H", "F", "C", "C", "C", "F", "C", "F", "C", "F", "C", "F", "C", "C", "C", "C", "Cl", "C", "C", "C", "O", "C", "C", "O", "O", "H", "H", "H", "H", "H", "H", "H", "H", "C", "Si", "C", "C", "Ge", "Si", "C", "C", "C", "Si", "C", "C", "C", "H", "H", "H", "H", "H", "H", "H", "H", "H", "H", "H", "H", "H", "H", "H", "H", "H", "H", "H", "H", "H", "H", "H", "H", "H", "H", "H"],
  "xyz": [[-0.082, 0.275, -0.062], [-0.682, -1.692, -0.369], [-0.087, -2.857, 0.264], [-0.323, -4.083, -0.344], [0.045, -5.263, 0.275], [0.620, -5.205, 1.536], [0.888, -3.978, 2.114], [0.586, -2.765, 1.478], [1.088, -1.504, 2.092], [2.298, -1.618, 2.778], [2.890, -0.545, 3.426], [2.287, 0.697, 3.395], [1.121, 0.843, 2.670], [0.495, -0.219, 1.990], [-0.604, -1.783, -1.381], [-1.683, -1.742, -0.182], [-0.829, -4.107, -1.303], [-0.143, -6.213, -0.207], [0.873, -6.113, 2.066], [1.340, -3.958, 3.096], [2.816, -2.566, 2.783], [3.830, -0.689, 3.943], [2.728, 1.547, 3.898], [0.686, 1.830, 2.606], [-1.446, 3.287, 0.089], [-0.093, 3.339, 0.124], [0.657, 2.176, 0.127], [2.027, 2.400, 0.298], [2.895, 1.388, 0.442], [2.589, 3.659, 0.413], [3.900, 3.794, 0.604], [1.786, 4.785, 0.370], [2.317, 5.991, 0.507], [0.424, 4.620, 0.228], [-0.388, 5.677, 0.229], [5.437, 2.257, -2.361], [4.132, 2.928, -2.671], [3.994, 4.306, -2.638], [2.771, 4.907, -2.907], [2.629, 6.636, -2.854], [1.664, 4.143, -3.211], [1.784, 2.759, -3.256], [3.008, 2.162, -2.996], [3.224, 0.799, -3.032], [2.116, -0.038, -3.233], [1.219, -0.041, -2.012], [0.001, 0.335, -2.075], [1.642, -0.390, -0.881], [6.190, 2.994, -2.088], [5.800, 1.690, -3.219], [5.321, 1.552, -1.536], [4.847, 4.924, -2.391], [0.715, 4.619, -3.420], [0.909, 2.174, -3.496], [2.515, -1.043, -3.365], [1.534, 0.239, -4.115], [-0.864, 1.452, 5.075], [-1.898, 1.977, 3.597], [-1.424, 3.721, 3.134], [-3.692, 1.939, 4.123], [-1.542, 0.257, 1.882], [-2.647, 0.967, -0.566], [-3.943, 1.779, 0.518], [-3.424, -0.642, -1.168], [-2.401, 2.027, -2.088], [-2.901, -1.659, 2.610], [-2.325, -1.891, 4.374], [-4.717, -1.208, 2.541], [-2.775, -3.327, 1.765], [-1.401, 1.754, 5.979], [0.098, 1.965, 5.080], [-0.668, 0.383, 5.144], [-1.562, 4.320, 4.040], [-2.049, 4.152, 2.352], [-0.379, 3.822, 2.836], [-3.806, 2.704, 4.896], [-3.963, 0.985, 4.575], [-4.402, 2.169, 3.329], [-4.320, 1.137, 1.313], [-4.787, 1.999, -0.143], [-3.608, 2.722, 0.948], [-3.665, -1.367, -0.389], [-2.866, -1.137, -1.966], [-4.379, -0.336, -1.606], [-2.779, 3.032, -1.914], [-2.996, 1.566, -2.882], [-1.373, 2.088, -2.435], [-2.537, -1.037, 5.016], [-1.251, -2.088, 4.409], [-2.839, -2.758, 4.798], [-4.982, -0.269, 3.022], [-5.262, -2.005, 3.056], [-5.081, -1.184, 1.512], [-1.838, -3.844, 1.969], [-2.962, -3.344, 0.691], [-3.579, -3.914, 2.222]],
  "mulliken_charge": [-0.15, -0.06, 0.28, -0.40, -0.73, -1.03, -1.57, 0.94, 0.70, -0.48, -1.50, -1.02, -0.96, 0.92, 0.53, -0.66, 0.47, 0.43, 0.44, 0.56, 0.71, 0.43, 0.59, 0.42, -0.62, -0.28, 0.42, 1.12, -0.59, 0.21, -0.44, 0.72, -0.44, 0.63, -0.40, -1.61, 1.19, -0.74, 0.05, -0.21, -0.84, -0.50, 0.68, -0.45, -1.28, 0.81, -0.74, -0.63, 0.43, 0.37, 0.24, 0.39, 0.51, 0.35, 0.48, 0.39, -1.29, 1.39, -1.11, -1.24, 0.73, 1.26, -1.24, -1.27, -1.23, 1.16, -1.20, -1.33, -1.18, 0.51, 0.38, 0.27, 0.61, 0.28, 0.17, 0.47, 0.25, 0.38, 0.03, 0.59, 0.29, 0.18, 0.30, 0.55, 0.41, 0.47, -0.04, 0.27, 0.28, 0.50, 0.33, 0.47, 0.31, 0.23, 0.37, 0.61],
  "charge": 1,
  "spin_multiplicity": 3,
  "max_force_ha_per_bohr": 0.012,
  "gap_ev": [6.38, 7.03]
}



{
  "formula": "C4H12OS",
  "method": "ωB97M-V/def2-TZVPD",
  "symbols": ["C", "C", "S", "H", "H", "H", "H", "H", "H", "C", "O", "C", "H", "H", "H", "H", "H", "H"],
  "xyz": [[0.427, -1.659, 0.518], [0.498, -2.263, 1.904], [0.954, -4.097, 1.824], [-0.245, -2.327, -0.085], [-0.315, -0.785, 0.575], [1.259, -1.044, 0.166], [-0.577, -2.108, 2.387], [1.250, -1.685, 2.452], [0.197, -4.467, 0.716], [-0.703, 2.064, -0.767], [-1.636, 2.221, -2.026], [0.594, 2.619, -1.215], [-0.737, 0.878, -0.761], [-1.171, 2.426, 0.132], [-2.404, 1.754, -1.723], [0.731, 2.412, -2.371], [1.361, 2.332, -0.472], [0.517, 3.731, -1.253]],
  "mulliken_charge": [-0.73, -0.43, -0.23, 0.30, 0.08, 0.33, 0.24, 0.31, 0.12, 0.06, -0.57, -1.02, 0.01, 0.36, 0.28, 0.27, 0.32, 0.29],
  "smiles": "CCO.CCS",
  "max_force_ha_per_bohr": 0.108,
  "gap_ev": 9.86
}



{
  "formula": "C5H8N2O",
  "method": "ωB97M-V/def2-TZVPD",
  "symbols": ["C", "C", "C", "C", "C", "H", "H", "H", "H", "H", "H", "H", "H", "N", "N", "O"],
  "xyz": [[-2.393, 0.209, -0.656], [-0.023, -1.230, 0.784], [1.031, 0.817, 0.123], [2.319, 0.137, -0.093], [3.430, -0.208, -0.486], [-3.343, 0.637, -0.172], [-2.121, 0.794, -1.514], [-2.511, -0.867, -0.954], [0.085, -0.711, 1.802], [0.722, -1.844, 0.332], [-0.911, -1.762, 0.581], [-0.161, 2.224, 0.486], [4.360, -0.666, -0.912], [-0.134, -0.039, -0.090], [0.962, 2.044, 0.466], [-1.312, 0.465, 0.304]],
  "mulliken_charge": [-0.52, -0.94, 0.29, -0.37, 0.07, 0.23, 0.27, 0.26, 0.36, 0.34, 0.31, 0.35, 0.37, -0.08, -0.66, -0.29],
  "smiles": "[H]/N=C(/C#C)N(C)OC",
  "max_force_ha_per_bohr": 0.066,
  "gap_ev": 10.07
}



{
  "formula": "H16O8",
  "method": "ωB97M-V/def2-TZVPD",
  "symbols": ["O", "H", "H", "O", "H", "H", "O", "H", "H", "O", "H", "H", "O", "H", "H", "O", "H", "H", "O", "H", "H", "O", "H", "H"],
  "xyz": [[-7.263, -5.676, 3.327], [-7.664, -5.745, 4.211], [-7.985, -5.842, 2.736], [-5.428, -7.838, 2.734], [-4.818, -7.817, 1.951], [-5.673, -6.908, 2.847], [-7.902, -7.627, 0.090], [-8.214, -6.736, -0.125], [-8.716, -7.885, 0.625], [-7.451, -4.778, -0.706], [-7.146, -5.187, -1.492], [-6.718, -5.052, -0.112], [-8.598, -6.380, 5.664], [-8.763, -7.143, 5.061], [-7.712, -6.395, 6.002], [-9.780, -7.223, 2.475], [-8.989, -7.488, 3.052], [-10.499, -7.787, 2.800], [-5.276, -6.531, 0.089], [-6.044, -7.189, 0.222], [-4.933, -6.747, -0.773], [-7.644, -8.927, 4.103], [-7.064, -8.548, 3.430], [-7.520, -9.877, 4.140]],
  "mulliken_charge": [-0.58, 0.34, 0.34, -0.70, 0.30, 0.37, -0.69, 0.36, 0.30, -0.69, 0.31, 0.37, -0.73, 0.34, 0.36, -0.68, 0.26, 0.28, -0.71, 0.42, 0.31, -0.58, 0.42, 0.29],
  "smiles": "O.O.O.O.O.O.O.O",
  "max_force_ha_per_bohr": 0.045,
  "gap_ev": 11.66
}



{
  "formula": "C2H2AlFLiO",
  "method": "ωB97M-V/def2-TZVPD",
  "symbols": ["H", "C", "C", "O", "Li", "Al", "F", "H"],
  "xyz": [[-1.455, -0.199, -0.753], [0.314, -1.160, -0.096], [-0.567, -0.164, -0.087], [-0.181, 1.114, 0.052], [-1.501, 2.301, 0.653], [1.539, 1.102, 0.220], [1.663, -0.760, 0.045], [0.188, -2.234, -0.034]],
  "mulliken_charge": [0.42, 0.00, 0.09, -0.12, 0.94, 1.14, 0.10, 0.43],
  "charge": 3,
  "max_force_ha_per_bohr": 0.065,
  "gap_ev": [5.19, 5.18]
}



Calculated calculated total energy in order - -358.2261, -5174.3951, -805.9215, -6735.0447, -632.9377, -379.8749, -611.5209, -501.0650 Eh